# 1
This record from the Open Molecules 2025 dataset describes 2 unconnected molecules or ions with the total composition C16H30N5O8S at a distorted geometry. The level of theory is ωB97M-V/def2-TZVPD.

Structure (ORCA input):
```
! RIJCOSX wB97M-V def2-TZVPD def2/J DEFGRID3
* xyz -1 1
O -3.35012 -5.34510 -2.52226
O 0.98417 -0.26018 -0.36727
O -1.34743 -0.92668 2.87487
O -3.14191 -3.67718 1.09144
O 3.00315 6.01802 -1.17627
O 4.96864 6.06211 0.19985
O 0.53576 0.64127 -2.33966
N 2.74453 2.01809 0.19152
O -1.42271 1.09537 3.87217
C -3.05703 -4.30794 -3.09677
C 0.45541 -0.28098 -1.49346
C -0.76724 0.07384 3.26553
C -3.35012 -3.30583 -0.06152
C 3.08525 2.86499 -0.71526
N 2.16518 2.92046 -1.70338
N -4.58852 -3.04803 -0.50504
N 1.39122 -0.90239 2.30162
N -2.58276 -3.22864 -2.48180
C -3.23587 -4.19310 -4.59181
C -5.79742 -3.16156 0.30559
C 3.50504 1.51305 1.34672
C -0.33754 -1.54008 -1.85021
C 0.78687 0.13595 3.16526
C 2.76614 1.74190 2.67752
C 1.23313 1.51739 2.65625
C -1.45262 -1.82064 -0.82256
C 2.78463 5.09952 1.35172
C 4.28983 3.68747 -0.73600
C -2.18282 -3.15696 -1.06216
S 3.76412 5.28908 -0.14880
H -2.35303 0.83371 3.80904
H 1.53549 2.09367 -1.70657
H 2.42760 3.30315 -2.59979
H -4.67616 -2.79888 -1.47638
H 0.81162 -1.74222 2.32227
H 1.41907 -0.55659 1.31952
H -2.34501 -2.43213 -3.05188
H -3.97681 -3.42711 -4.80874
H -3.56925 -5.15328 -4.98238
H -2.28339 -3.92580 -5.04581
H -5.81597 -4.13765 0.79468
H -6.68236 -3.05395 -0.32157
H -5.79346 -2.38698 1.07415
H 3.62713 0.43383 1.20701
H 4.50499 1.94603 1.41244
H 0.34141 -2.39619 -1.87848
H -0.77366 -1.42136 -2.84546
H 1.16163 -0.00247 4.18289
H 3.21866 1.10258 3.44177
H 2.94191 2.77281 2.98551
H 0.81619 1.67639 1.65728
H 0.78915 2.27848 3.30451
H -1.02311 -1.84689 0.17904
H -2.17593 -1.00429 -0.86613
H 2.37925 6.07240 1.63096
H 1.95803 4.40561 1.18253
H 3.42711 4.73239 2.15013
H 5.07179 3.29520 -0.09342
H 4.67125 3.78288 -1.75071
H -1.48307 -3.96659 -0.85225
*
```

Calculated values
molar mass = 452.51 g/mol
LUMO energy = 2.5579 eV
calculated total energy = -1901.68206 Ha
E_HOMO = -5.2 eV
frontier orbital gap = 7.778 eV

Mulliken population analysis, charges in e, atoms 1 to 6:
1. O -0.6487
2. O -0.6537
3. O -0.5842
4. O -0.6869
5. O -0.6600
6. O -0.7303


# 2
This record from the Open Molecules 2025 dataset describes a gas-phase ion, C6H6N (charge +1) at a distorted geometry. The level of theory is ωB97M-V/def2-TZVPD.

Structure (ORCA input):
```
! RIJCOSX wB97M-V def2-TZVPD def2/J DEFGRID3
* xyz 1 1
C -5.66407 -0.11290 -0.02546
C -4.44092 -0.10223 -0.02781
C -3.09101 -0.04256 0.10036
C -1.86472 -0.04539 0.12942
C -0.37449 -0.31043 0.14406
C 2.11271 -0.18975 0.03166
N 0.72633 0.22308 -0.26757
H -6.61145 0.24406 -0.39555
H -0.34709 -1.07033 0.90287
H 2.10726 -0.35282 1.12264
H 2.34790 -1.10169 -0.31353
H 2.81349 0.47730 -0.40789
H 0.62156 0.96134 -1.02161
*
```

Calculated values
molar mass = 92.12 g/mol
energy relative to the best compared isomer or geometry (same formula, charge and spin) = 59.8 kcal per mole
LUMO energy = -5.7688 eV
calculated total energy = -286.53995 Ha
E_HOMO = -14.0 eV
frontier orbital gap = 8.182 eV
SMILES = C#CC#C/C=[NH+]/C

Mulliken population analysis, charges in e, atoms 1 to 6:
1. C -0.4350
2. C -0.6666
3. C 0.9471
4. C -0.0280
5. C 0.0793
6. C -0.7910